Below is a molecular structure, C55H50N4O5Pb, with properties calculated with ωB97M-V with the def2-TZVPD basis set.

```
! RIJCOSX wB97M-V def2-TZVPD def2/J DEFGRID3
* xyz -2 1
C 11.95 10.01 6.37
H 8.52 14.53 13.28
H 13.88 8.29 18.63
H 19.87 11.10 12.65
C 13.07 13.51 12.07
H 14.33 8.30 6.70
C 15.27 10.56 9.93
C 14.65 10.11 18.32
H 9.34 6.07 9.79
C 15.58 12.51 17.52
C 10.25 7.79 14.63
C 8.44 13.41 13.27
C 12.25 9.84 18.55
H 10.92 5.37 10.41
C 10.86 13.43 13.11
C 13.25 11.84 17.49
H 19.77 15.81 7.44
C 15.64 8.61 8.37
H 12.68 15.35 14.98
H 18.69 19.88 9.85
H 11.08 11.55 17.88
H 12.29 9.03 5.85
O 9.66 12.66 12.95
C 19.58 16.68 8.02
C 13.47 14.34 13.17
H 11.00 9.71 6.98
C 16.83 11.79 11.46
H 16.16 7.63 8.45
C 18.93 18.99 9.39
C 19.50 10.43 17.71
H 15.13 24.07 3.97
H 9.50 5.58 11.62
N 11.37 11.72 11.61
H 10.16 9.66 15.44
C 12.56 14.59 14.16
H 15.57 17.10 7.49
C 17.06 11.92 17.72
H 17.69 12.72 15.98
C 18.48 16.64 8.93
H 12.21 10.40 13.74
H 15.41 23.45 3.78
H 10.53 11.32 12.00
C 17.41 11.19 18.79
H 21.32 17.73 7.24
C 15.85 13.40 6.30
C 15.57 11.14 11.27
H 13.10 12.86 17.72
C 10.51 9.09 14.60
H 20.40 9.78 17.67
N 17.03 13.05 11.09
H 14.97 10.86 12.15
C 14.61 8.92 7.57
C 19.10 11.17 16.66
C 17.90 12.00 16.72
O 12.79 10.66 7.37
H 10.04 7.38 15.65
H 16.60 12.85 8.07
C 10.28 7.01 13.33
O 10.32 7.33 10.98
O 16.71 15.55 10.25
N 11.92 9.46 11.21
C 19.38 12.73 11.33
H 15.69 12.35 5.95
H 14.45 14.69 13.26
H 7.67 13.02 12.59
C 18.52 14.19 9.50
H 18.79 10.08 19.75
H 16.79 11.15 19.63
H 17.04 9.14 9.98
C 13.75 9.94 8.11
H 8.10 13.19 14.33
C 16.12 9.54 9.41
C 11.80 13.04 12.12
C 14.94 14.29 5.74
C 14.63 11.52 17.98
H 14.35 14.04 4.86
C 15.72 16.02 7.23
H 13.25 11.83 16.50
C 12.08 11.06 17.95
H 18.93 13.50 8.76
C 16.47 13.77 7.46
C 12.19 10.84 10.99
H 20.37 13.07 11.17
C 10.02 5.98 10.69
C 10.66 7.73 12.21
Pb 14.97 14.17 10.24
C 18.22 13.41 10.76
C 13.77 10.52 9.42
H 19.84 11.22 15.86
H 12.08 8.71 10.44
C 19.12 11.61 12.06
N 12.94 11.31 9.99
H 20.72 19.88 8.57
O 15.36 13.59 17.01
C 11.21 14.16 14.20
C 17.92 11.05 12.07
H 15.51 9.53 18.06
H 17.56 17.72 10.56
H 10.08 5.98 13.31
C 16.64 15.14 7.91
H 11.54 9.30 19.06
C 11.33 9.01 12.37
C 20.09 19.00 8.63
H 10.50 14.30 15.08
H 11.77 10.89 5.75
C 18.64 10.54 18.82
C 14.80 15.60 6.29
C 13.52 9.30 18.46
C 20.39 17.85 7.89
C 18.26 17.85 9.68
H 17.70 10.15 12.70
C 11.30 9.70 13.57
H 14.25 16.35 5.72
C 17.57 15.39 9.13
H 19.48 14.72 9.72
*
```

The orbital gap comes out at 4.32 eV. The LUMO energy is 3.7 eV. Its HOMO energy is -0.022 hartree. The energy relative to the best compared isomer or geometry (same formula, charge and spin) comes out at 0.0 kJ/mol. The total energy comes out at -79275.44150 eV.

=====

Below is a molecular structure, C55H51As2BF3N9O9PbS3Sb, with properties calculated with ωB97M-V with the def2-TZVPD basis set.

```
! RIJCOSX wB97M-V def2-TZVPD def2/J DEFGRID3
* xyz 2 2
C 3.74 0.49 -2.65
Sb -2.88 -0.42 2.53
H 1.18 7.92 3.46
H 1.35 1.61 4.01
H -4.09 2.16 3.71
C 4.83 -4.31 0.26
C -0.52 -3.70 -2.11
O 4.49 -4.02 -6.10
H 1.01 -1.60 5.82
H -2.76 6.41 1.08
F -8.11 1.28 5.45
C -2.41 -0.45 -2.57
C 1.17 0.72 -6.38
H -0.65 -4.78 -2.06
C -4.28 -4.26 -0.15
C 6.00 -2.94 -3.05
H 0.90 -3.18 1.53
H -2.15 3.84 2.92
C 3.41 -2.78 -4.46
H -4.70 -0.66 -4.03
C 1.32 -2.18 1.53
O 4.76 -0.80 -0.19
H 1.12 0.12 -7.29
C 2.60 -1.79 -4.07
N 0.33 4.22 -0.38
H -4.52 2.64 0.01
C -0.64 -1.17 4.48
C -0.68 -2.86 6.15
C -3.87 3.46 0.25
C 0.59 2.21 3.55
H 1.44 5.97 -0.78
C 0.19 8.19 1.46
H 0.94 2.16 -2.72
O 1.64 -4.93 -3.13
C -2.59 -2.54 4.78
N -2.55 3.29 0.27
C -4.86 1.43 3.91
H 5.00 4.47 1.08
C 3.43 -2.34 -1.38
O 3.08 -2.42 -6.82
C -6.88 -0.42 4.40
N -2.00 4.49 0.59
H 0.17 0.83 -5.96
H 6.55 -2.91 -3.99
C -2.75 -3.26 1.37
C 0.69 7.51 2.59
As 4.46 -4.10 -3.38
C -4.73 -2.09 0.70
B -0.49 4.62 0.86
H 3.76 -4.54 0.20
H 5.73 -1.93 -2.76
C -4.70 0.11 3.49
H 5.24 -4.73 1.17
N -0.25 3.61 2.07
H -5.37 -1.21 0.74
O 5.07 -2.90 0.35
H -0.70 -3.34 -3.12
C -3.10 -4.34 0.57
C -1.94 -1.50 4.11
H -5.18 5.22 0.64
C 1.65 -1.15 -5.06
C -0.33 7.20 0.67
C 0.93 3.03 -2.07
H 2.84 -2.60 3.00
S 4.39 2.12 0.98
H -5.63 -1.84 3.42
H -2.46 -4.03 6.34
H 1.62 1.68 -6.58
H -0.12 -0.37 3.96
O 0.60 -1.67 -5.33
C -5.11 -3.16 -0.10
H 3.73 -0.27 2.94
H 6.65 -3.39 -2.30
C 0.79 -1.19 0.73
C -4.20 4.78 0.57
C -1.19 3.36 2.99
C 2.40 -1.85 2.35
C -5.72 -0.81 3.74
C 2.14 2.93 1.81
H 5.57 -5.11 -7.42
N 0.50 6.20 2.50
C -6.01 1.84 4.58
C 3.17 -3.51 -1.98
F -4.63 -5.30 -0.93
C -1.97 -3.22 5.80
Pb -1.23 1.17 -0.09
H 2.27 4.56 -2.97
F -0.06 -3.52 7.14
C 1.79 -4.02 -2.36
N 1.25 0.07 0.70
C 3.59 -3.04 -5.93
H -1.84 -3.32 1.96
C 4.80 -4.36 -7.48
C 0.00 -1.84 5.51
S -0.72 -0.25 -2.49
H -0.05 -1.41 0.07
H 0.21 9.25 1.27
C 1.18 4.98 -1.10
H 5.35 -4.74 -0.60
S -3.48 0.42 -1.60
C -4.23 -1.56 -3.64
H 2.60 5.08 2.02
H -4.69 -1.85 -2.69
H 4.68 0.26 -2.15
C 4.50 -1.96 -0.39
H -4.30 -2.37 -4.35
C 4.18 3.80 1.26
C 2.28 0.38 1.49
H -3.60 -2.82 4.50
N 0.85 2.90 2.43
C -0.71 2.48 3.94
H -1.22 2.10 4.81
C 2.78 1.77 1.45
H -2.51 -5.24 0.52
C 1.60 4.25 -2.19
N 0.18 3.02 -0.97
C -7.00 0.90 4.81
H -6.03 -3.15 -0.66
H 5.15 -3.47 -8.00
H -6.15 2.85 4.92
O 2.04 0.07 -5.42
N -0.14 6.01 1.31
C -2.99 5.40 0.79
H -7.68 -1.11 4.61
H 3.86 0.56 -3.73
H 3.35 1.42 -2.25
H 3.91 -4.74 -7.97
As 2.42 -0.92 -2.29
H -0.81 7.24 -0.29
H -1.16 -3.19 -1.40
C -3.55 -2.12 1.44
C 2.94 4.10 1.71
O -2.82 -1.33 -3.45
O 0.84 -3.36 -1.72
C 2.89 -0.56 2.32
*
```

The orbital gap (alpha / beta) comes out at 5.39 / 4.21 eV. The LUMO energy (alpha / beta) is -6.8 / -8.0 eV. As for the expectation value of S²: 0.763. Its HOMO energy (alpha / beta) is -0.448 / -0.448 hartree. The energy relative to the best compared isomer or geometry (same formula, charge and spin) comes out at 0.0 kJ/mol. The total energy comes out at -264483.31287 eV.

=====

Here are the calculated F_max numbers, same order: 9.6 0.5 (eV/A).